Entry 1:
DFT (ωB97M-V/def2-TZVPD) results for C14H33BaF6N4O12S2 as an isolated structure at a distorted geometry.

XYZ file:
```
72
Properties=species:S:1:pos:R:3:mulliken_charge:R:1
Ba 2.579 5.039 1.722 0.941
N 4.337 2.145 2.992 0.940
O 5.250 2.786 2.459 -0.607
O 3.162 2.618 2.952 -0.528
O 4.524 1.023 3.466 -0.671
C 1.690 7.496 -2.907 0.416
F 0.625 8.065 -2.293 -0.249
F 1.271 6.326 -3.405 -0.215
F 2.046 8.308 -3.895 -0.218
S 3.077 7.314 -1.672 1.252
O 2.407 6.636 -0.554 -0.447
O 4.091 6.538 -2.356 -0.687
O 3.406 8.693 -1.420 -0.671
C 6.912 7.514 3.081 0.509
F 7.607 6.438 3.465 -0.245
F 5.973 7.707 4.040 -0.270
F 7.700 8.578 3.107 -0.232
S 6.152 7.267 1.384 1.025
O 7.239 6.760 0.602 -0.627
O 5.046 6.325 1.649 -0.466
O 5.682 8.595 1.058 -0.682
C 4.532 5.603 6.537 -1.618
C 3.501 5.168 5.464 0.519
C 2.165 5.738 5.911 -0.897
O 1.023 5.083 5.375 -0.317
C 0.751 3.831 5.996 -0.822
N 3.940 5.680 4.147 0.407
H 4.225 6.487 7.104 0.347
H 5.546 5.762 6.179 0.365
H 4.641 4.821 7.303 0.438
H 3.412 4.082 5.448 0.224
H 2.143 6.795 5.624 0.320
H 2.063 5.701 7.003 0.393
H 0.095 3.284 5.323 0.271
H 0.249 4.006 6.953 0.271
H 1.675 3.273 6.153 0.339
H 4.873 5.309 3.988 0.167
H 4.105 6.676 4.238 -0.205
C -0.151 4.481 -1.506 -1.767
C -0.378 3.456 -0.406 1.201
C -1.048 2.184 -1.008 -1.011
O -0.800 1.100 -0.153 -0.223
C -1.106 -0.165 -0.706 -0.804
N 0.916 3.139 0.201 -0.184
H 0.479 5.303 -1.157 0.023
H -1.040 4.860 -2.008 0.516
H 0.462 4.044 -2.306 0.474
H -1.097 3.908 0.280 -0.025
H -0.778 1.999 -2.051 0.415
H -2.123 2.421 -0.950 0.364
H -2.155 -0.220 -1.007 0.288
H -0.903 -0.951 0.018 0.237
H -0.408 -0.326 -1.537 0.328
H 0.729 2.436 0.918 0.246
H 1.513 2.603 -0.425 0.137
C -1.978 6.445 3.033 -1.580
C -0.581 6.474 2.382 0.720
C 0.255 7.654 2.817 -0.981
O 1.564 7.586 2.287 0.090
C 2.345 8.715 2.666 -0.734
N 0.063 5.176 2.734 -0.091
H -2.646 5.723 2.568 0.376
H -2.419 7.447 2.919 0.421
H -1.970 6.246 4.106 0.315
H -0.788 6.397 1.313 0.246
H 0.302 7.781 3.906 0.339
H -0.283 8.515 2.390 0.383
H 2.557 8.623 3.740 0.264
H 1.913 9.657 2.336 0.287
H 3.336 8.604 2.215 0.090
H 0.038 5.038 3.745 -0.022
H -0.433 4.358 2.393 0.193
```

Summary:
Calculated total energy in Ha: -3096.31594
Charge: -1
Relative energy (zero: lowest compared OMol25 entry of this formula, charge and spin) in kJ/mol: 0.0
LUMO in eV: 1.7

***

Entry 2:
DFT (ωB97M-V/def2-TZVPD) results for C14H33CeClIN2O2P2 as an isolated structure at a distorted geometry.

XYZ file:
```
56
Properties=species:S:1:pos:R:3:mulliken_charge:R:1
C -0.925 0.495 -3.105 -1.076
C -0.883 0.023 -1.692 0.838
H -1.837 0.156 -3.626 0.390
H -0.024 0.124 -3.615 0.282
H -0.862 1.594 -3.104 0.282
O -1.741 -0.637 -1.073 -0.338
I 2.266 0.077 2.606 -0.253
Ce 0.034 -0.222 0.526 0.268
P -1.198 2.378 0.739 0.980
C -2.625 2.249 1.884 -1.255
C -0.073 3.544 1.589 -1.163
H -0.517 4.547 1.602 0.406
H -2.357 4.329 -0.117 0.446
H 0.882 3.557 1.047 0.342
H -1.138 3.706 -1.295 0.341
H -2.352 1.717 2.804 0.274
H 0.125 3.202 2.612 0.373
C -1.918 3.425 -0.573 -1.207
H -2.992 3.251 2.140 0.452
H -2.706 2.865 -1.100 0.378
H -3.426 1.688 1.381 0.381
P 1.523 -2.234 -0.842 1.039
C 0.942 -3.790 -0.065 -1.343
C 1.542 -2.658 -2.613 -1.215
H 3.695 -1.222 -0.601 0.345
H 3.828 -2.990 -0.931 0.420
H 3.388 -2.372 0.707 0.352
C 3.289 -2.215 -0.373 -1.189
H 1.988 -1.825 -3.178 0.348
H 2.124 -3.580 -2.770 0.444
H 1.608 -4.610 -0.359 0.532
H -0.082 -4.017 -0.395 0.344
H 0.511 -2.808 -2.965 0.366
H 0.942 -3.690 1.030 0.334
Cl 1.664 1.302 -1.031 -0.256
C -2.505 -3.760 1.671 -0.985
N -2.711 -2.953 2.855 0.131
C -3.460 -3.555 3.974 -0.684
C -3.336 -2.713 5.221 -0.615
C -3.322 -1.237 4.865 -0.632
N -2.152 -1.031 4.013 0.351
C -1.049 -0.208 4.471 -0.859
C -1.968 -1.834 2.947 0.310
O -1.139 -1.528 2.011 -0.515
H -2.687 -3.162 0.765 0.285
H -3.204 -4.600 1.713 0.461
H -1.469 -4.143 1.614 0.215
H -4.521 -3.657 3.694 0.372
H -3.073 -4.573 4.148 0.406
H -2.402 -2.966 5.728 0.306
H -4.172 -2.917 5.891 0.392
H -3.227 -0.575 5.730 0.370
H -4.246 -0.983 4.311 0.297
H -1.379 0.370 5.342 0.288
H -0.193 -0.839 4.758 0.322
H -0.724 0.460 3.660 0.120
```

Summary:
Calculated total energy in Ha: -2728.49077
2S+1: 2
Charge: +2
⟨S²⟩: 0.760
LUMO (alpha / beta) in eV: -8.2 / -9.3

***

Entry 3:
DFT (ωB97M-V/def2-TZVPD) results for a 4-piece molecular cluster, C14H33N2O10P2 overall at a distorted geometry.

XYZ file:
```
61
Properties=species:S:1:pos:R:3:nbo_charge:R:1
N 3.703 -2.361 1.613 -1.366
P 3.291 -0.969 0.979 1.309
C 3.213 0.284 2.304 -0.585
C 1.966 1.183 2.286 -0.392
C 0.709 0.326 2.432 -0.438
C 0.772 -0.834 3.437 -0.395
P 0.102 -2.357 2.598 1.512
O -1.284 -2.104 2.198 -1.065
N 2.115 -1.109 4.110 -0.512
C 3.332 -0.357 3.654 -0.229
H 4.548 -2.718 1.180 0.400
H 4.154 -0.497 -0.021 -0.010
H 2.022 -1.022 0.378 -0.045
H 4.070 0.943 2.211 0.282
H 2.064 1.853 3.134 0.218
H 1.894 1.780 1.387 0.250
H 0.497 -0.105 1.459 0.239
H -0.155 0.938 2.647 0.262
H 0.054 -0.656 4.227 0.268
H 0.196 -3.440 3.498 -0.058
H 0.936 -2.570 1.488 -0.048
H 2.008 -0.941 5.110 0.445
H 2.333 -2.106 4.035 0.453
H 3.596 0.387 4.394 0.233
H 4.152 -1.064 3.630 0.271
C -2.449 -1.405 -1.080 -0.252
O -2.180 -0.994 -2.425 -0.484
C -0.992 -0.430 -2.610 0.990
O -0.158 -0.248 -1.753 -0.687
O -0.877 -0.102 -3.891 -0.484
C 0.361 0.522 -4.248 -0.259
H -3.442 -1.841 -1.087 0.206
H -1.729 -2.152 -0.752 0.190
H -2.434 -0.551 -0.406 0.189
H 1.198 -0.146 -4.054 0.188
H 0.492 1.457 -3.708 0.189
H 0.310 0.727 -5.313 0.214
C -2.426 1.679 9.035 -0.258
O -2.076 1.364 7.680 -0.506
C -3.098 1.437 6.825 0.975
O -4.229 1.732 7.094 -0.620
O -2.640 1.124 5.606 -0.516
C -3.644 1.161 4.583 -0.258
H -1.515 1.582 9.617 0.195
H -2.797 2.699 9.107 0.200
H -3.174 0.983 9.409 0.199
H -4.062 2.160 4.484 0.200
H -4.434 0.445 4.794 0.202
H -3.153 0.882 3.654 0.187
C -1.539 -0.528 -8.055 -0.255
O -1.292 -0.122 -9.400 -0.489
C -0.102 0.452 -9.581 0.981
O 0.724 0.642 -8.723 -0.656
O 0.013 0.779 -10.865 -0.488
C 1.250 1.410 -11.208 -0.256
H -2.529 -0.973 -8.034 0.200
H -0.807 -1.269 -7.737 0.190
H -1.516 0.331 -7.387 0.187
H 2.089 0.748 -11.004 0.193
H 1.370 2.343 -10.662 0.192
H 1.202 1.616 -12.273 0.200
```

Summary:
Calculated total energy in Ha: -2097.59925
Charge: +1
LUMO in eV: -3.3

***

Entry 4:
DFT (ωB97M-V/def2-TZVPD) results for a 3-piece molecular cluster, C14H33N3O4S2 overall at a distorted geometry.

XYZ file:
```
56
Properties=species:S:1:pos:R:3:nbo_charge:R:1
C -2.184 -5.832 3.300 -0.289
O -1.753 -6.117 1.891 -0.575
C -0.282 -6.084 1.879 -0.081
C 0.385 -5.123 0.731 -0.275
C 0.394 -6.042 -0.659 -0.161
S 2.142 -6.624 -1.058 -0.044
N -0.014 -5.054 -1.766 -0.704
C -1.089 -4.202 -1.129 0.702
O -2.327 -3.872 -1.506 -0.511
C -0.355 -3.733 0.276 -0.474
S -1.488 -2.830 1.465 -0.061
H -1.986 -4.709 3.604 0.198
H -1.622 -6.541 4.056 0.188
H -3.363 -5.975 3.360 0.207
H 0.075 -7.195 1.627 0.195
H 0.184 -5.814 2.936 0.199
H 1.544 -4.947 0.902 0.236
H -0.455 -6.866 -0.690 0.259
H 2.963 -5.502 -0.847 0.138
H 0.807 -4.397 -1.930 0.378
H 0.461 -2.895 0.040 0.293
H -2.709 -3.577 1.514 0.171
C 2.801 2.681 -0.675 -0.256
O 1.502 2.197 -0.372 -0.556
C 0.975 1.275 -1.330 -0.079
C 1.442 -0.184 -1.129 -0.081
C 2.866 -0.439 -1.616 -0.615
N 1.338 -0.595 0.280 -0.844
H 2.956 2.803 -1.752 0.170
H 3.556 2.016 -0.254 0.169
H 2.920 3.658 -0.197 0.198
H -0.113 1.301 -1.194 0.194
H 1.167 1.623 -2.352 0.168
H 0.779 -0.826 -1.723 0.190
H 3.623 -0.022 -0.947 0.205
H 3.059 -1.517 -1.681 0.212
H 3.020 -0.015 -2.614 0.208
H 0.367 -0.501 0.575 0.364
H 1.830 0.109 0.837 0.366
C -3.382 5.421 -0.159 -0.249
O -2.291 4.817 -0.837 -0.549
C -1.296 5.738 -1.292 -0.076
C -0.260 6.135 -0.216 -0.081
C -0.789 7.153 0.791 -0.615
N 0.240 4.958 0.513 -0.831
H -3.637 6.401 -0.574 0.169
H -3.161 5.504 0.907 0.166
H -4.252 4.765 -0.264 0.190
H -0.761 5.217 -2.096 0.182
H -1.760 6.619 -1.750 0.164
H 0.587 6.603 -0.732 0.186
H -1.485 6.714 1.510 0.203
H 0.038 7.581 1.370 0.219
H -1.298 7.978 0.282 0.201
H 0.667 4.318 -0.157 0.363
H -0.577 4.443 0.852 0.356
```

Summary:
Calculated total energy in Ha: -1814.61414
Charge: 0
SMILES string: COC[C@H]1[C@H](S)NC(=O)[C@H]1S.COC[C@@H](C)N.COC[C@@H](C)N
LUMO in eV: 0.2